1.
Formula: C9H18F13Hf2N8O29S7
Source: the OMol25 dataset
Level of theory: the ωB97M-V functional and the def2-TZVPD basis

```
86
Properties=species:S:1:pos:R:3:forces:R:3
Hf 4.1300 -0.2526 0.5251 -11.2 2.6 1.4
Hf -0.5151 2.4773 3.3719 0.8 -2.4 -2.5
C 2.5096 -1.3122 5.0945 -0.2 -1.0 -0.8
F 2.9622 -2.5433 4.9046 0.0 0.1 -0.7
F 1.5102 -1.3857 5.9220 -0.1 0.8 0.1
F 3.4927 -0.5541 5.4592 0.5 0.9 0.8
S 1.8784 -0.5835 3.4362 -6.3 0.7 -0.3
O 0.9743 -1.5048 2.7806 1.1 0.1 1.1
O 1.1473 0.7178 3.7462 2.1 -2.1 0.4
O 3.0302 -0.3957 2.5387 4.9 0.6 -1.9
C 3.3681 4.5647 1.1683 -2.9 0.1 1.3
F 2.9322 4.4174 -0.0780 0.0 0.1 0.7
F 4.5754 4.9261 1.2118 2.7 -0.2 -0.3
F 2.6905 5.5218 1.8564 -0.2 -1.4 -0.9
S 3.0690 2.8884 2.1849 -0.9 3.8 4.1
O 3.8649 2.9957 3.3986 -0.5 -0.6 -2.2
O 1.6209 2.8648 2.4758 0.6 0.8 -0.5
O 3.4149 1.8182 1.2447 2.7 -3.3 -2.5
C -0.7959 -0.1513 -0.9231 0.0 0.0 1.3
F -0.9718 -1.3291 -0.3221 -0.2 0.6 -0.4
F -0.3474 -0.3417 -2.1563 -0.2 0.2 0.4
F -1.9022 0.5876 -0.9184 1.5 -0.9 0.0
S 0.6106 0.8212 0.0467 -0.7 6.3 -1.6
O 0.9931 1.8948 -0.9091 -1.3 -2.1 1.2
O 0.0230 1.3655 1.2890 -0.2 -1.7 -1.1
O 1.8497 0.0640 0.2715 2.5 -3.0 0.5
N -1.8317 0.7531 4.0410 -0.9 -1.4 -2.7
S -2.7325 -0.3750 3.1043 -2.1 -1.3 -7.9
O -4.1589 -0.5260 3.3344 2.7 0.3 1.1
O -2.0130 -1.5001 2.4989 -0.5 2.0 2.2
F -2.7675 0.6053 1.8424 0.3 0.5 0.1
S -2.2188 -0.0765 5.3088 1.0 0.3 9.5
O -1.7273 -1.4210 5.4771 -0.4 1.2 -1.7
O -3.4626 0.2738 5.9075 0.5 -0.2 -1.1
F -1.1668 0.7700 6.2158 0.2 0.1 -0.1
N -1.9174 3.6657 2.1155 -3.9 0.3 1.4
S -3.6588 4.0371 2.4006 -4.2 1.0 5.6
O -4.6022 4.0394 1.3153 2.4 -0.5 0.4
O -3.7620 5.1183 3.3771 1.3 -2.0 -2.1
F -4.0991 2.7588 3.2975 1.3 0.6 -1.1
S -2.0034 4.4378 0.7093 5.0 1.7 -7.4
O -2.1284 5.9109 0.6189 -0.6 -4.1 1.3
O -2.3899 3.5828 -0.4277 -0.1 1.8 3.0
F -0.3657 4.2494 0.5958 -0.2 0.4 0.2
C -4.3024 -2.6777 -0.1742 1.8 -0.3 0.1
N -5.4736 -2.2993 -1.0074 -1.5 0.8 1.4
O -5.5986 -1.1261 -1.3257 0.9 -0.5 -0.2
O -6.3527 -3.1227 -1.1356 0.5 -0.5 -0.4
H -3.4417 -2.8873 -0.8094 -0.2 0.0 -0.5
H -4.4203 -3.5775 0.4295 -0.8 0.2 -0.2
H -3.9350 -1.8663 0.4541 -0.7 0.2 -0.1
C -1.5621 1.4886 -4.2159 0.1 -0.2 -0.1
N -2.9104 0.7777 -4.2836 -3.4 0.9 -2.7
O -3.1000 -0.0873 -5.1835 1.9 0.9 2.3
O -3.8986 1.3419 -3.7849 2.5 -0.9 0.4
H -1.4101 1.9080 -5.2105 -0.2 -0.2 0.0
H -0.7440 0.7965 -4.0163 -0.4 -0.1 -0.1
H -1.5511 2.3117 -3.5015 -0.5 -0.3 0.2
C 1.6664 -4.5482 0.5926 -1.2 -0.3 -0.4
N 2.6463 -3.6034 1.1460 2.8 0.0 5.0
O 2.8410 -2.4306 0.7642 -0.2 0.2 -1.9
O 3.2908 -3.9731 2.1391 -1.5 0.0 -2.5
H 2.2085 -5.4375 0.2713 0.2 0.4 -0.5
H 0.9676 -4.0828 -0.1025 0.7 0.1 -0.4
H 1.0109 -4.9637 1.3580 0.4 0.5 0.7
C 3.1950 2.0085 -3.6169 0.9 0.2 -1.4
N 3.7707 2.1155 -2.2511 0.8 2.5 -0.9
O 4.3719 3.1132 -1.9701 -0.3 -0.8 -0.1
O 3.5926 1.1937 -1.4720 0.6 -3.1 1.9
H 3.2588 1.0168 -4.0647 -0.8 -0.4 1.0
H 3.9219 2.4965 -4.2662 -0.1 0.7 0.3
H 2.2426 2.5348 -3.6804 0.0 -0.3 0.3
C -1.3950 -3.1914 -3.6816 -1.2 -0.3 0.4
N -0.7850 -3.9654 -4.8193 -2.9 -0.9 0.1
O 0.0969 -3.4305 -5.4632 0.1 -1.0 0.1
O -1.3982 -5.0532 -5.0148 2.6 2.7 0.0
H -1.0830 -2.1639 -3.4940 1.0 -0.6 -0.2
H -1.3967 -3.9131 -2.8648 0.4 0.5 0.3
H -2.4564 -3.0347 -3.8737 -0.1 -0.5 -0.6
C 2.9238 -2.3715 -3.6657 -0.5 0.0 0.5
N 2.4810 -2.0042 -2.2550 -2.9 -1.5 -0.3
O 1.3105 -2.2514 -1.9547 3.1 0.6 -0.3
O 3.2911 -1.4758 -1.4960 2.0 1.0 0.8
H 1.9714 -2.6246 -4.1314 0.2 0.5 -0.6
H 3.5244 -3.2807 -3.6951 0.1 0.0 0.6
H 3.5222 -1.5345 -4.0255 -0.4 -0.1 -0.2
```
Forces are in eV/Å.

Values from the calculation:
**DFT total energy**: -194665.3473 eV
**Kohn-Sham gap (spin up / spin down)**: 2.47 / 2.87 eV
**Multiplicity**: 2
**Charge**: +2

These are the Mulliken partial charges, in e, on atoms 1 to 2: Hf 1.949; Hf 0.982

2.
Formula: C4H7FN2
Source: the OMol25 dataset
Level of theory: the ωB97M-V functional and the def2-TZVPD basis

```
14
Properties=species:S:1:pos:R:3:forces:R:3
C -0.6384 -1.2275 0.0930 -0.9 0.9 -0.2
C 0.5741 -0.4828 0.5280 0.1 -0.4 -0.5
C 0.8419 0.9622 0.1779 -0.1 0.9 -0.1
C 1.6037 -0.0820 -0.5014 -0.4 -0.8 0.3
H -3.1631 0.6482 -0.2723 -0.2 -0.1 0.1
H -1.6710 1.2201 0.3287 0.1 -0.1 0.3
H -0.5429 -2.2937 -0.0696 0.1 -0.1 0.1
H 1.1130 -0.9013 1.3789 -0.3 0.3 0.1
H 0.1307 1.4567 -0.4924 0.3 -0.1 0.4
H 1.3718 1.6135 0.8660 -0.2 -0.2 0.0
H 1.4958 -0.2849 -1.5344 -0.5 -0.1 -0.9
N -2.1813 0.5069 -0.1615 0.3 0.3 -0.2
N -1.8098 -0.7816 -0.2007 0.5 -0.8 0.0
F 2.8755 -0.3537 -0.1401 1.1 0.2 0.4
```
Forces are in eV/Å.

Values from the calculation:
**DFT total energy**: -9956.7437 eV
**Kohn-Sham gap**: 9.69 eV
**Energy relative to the best compared isomer or geometry (same formula, charge and spin)**: 2.038 eV
**SMILES**: N/N=C\[C@@H]1C[C@H]1F

These are the Mulliken partial charges, in e, on atoms 1 to 2: C -0.320; C -0.082

3.
Formula: C3H4O2
Source: the OMol25 dataset
Level of theory: the ωB97M-V functional and the def2-TZVPD basis

```
9
Properties=species:S:1:pos:R:3:forces:R:3
C -1.7005 -0.2588 -1.5164 -1.0 -1.4 -3.3
C -0.4419 0.1796 -1.1358 3.7 -1.2 0.4
C -0.1375 -0.1519 0.3097 -1.0 0.2 -0.6
O -2.4329 -1.0641 -1.9993 -0.4 0.3 0.8
O -1.5970 1.0426 -1.3367 -1.2 1.4 0.6
H 0.4379 0.3582 -1.8340 -1.4 -0.3 0.8
H -0.8945 -0.8715 0.7043 0.9 0.5 -0.1
H -0.2890 0.8079 0.7172 -0.2 1.1 1.5
H 0.8804 -0.4079 0.4940 0.6 -0.6 0.0
```
Forces are in eV/Å.

Values from the calculation:
**DFT total energy**: -7268.9050 eV
**Kohn-Sham gap**: 11.15 eV
**Energy relative to the best compared isomer or geometry (same formula, charge and spin)**: 1.781 eV
**SMILES**: C[C@@H]1OC1=O

These are the Mulliken partial charges, in e, on atoms 1 to 2: C 0.403; C 0.308

4.
Formula: C6H13N
Source: the OMol25 dataset
Level of theory: the ωB97M-V functional and the def2-TZVPD basis

```
20
Properties=species:S:1:pos:R:3:forces:R:3
C -2.2391 -0.5278 -1.2622 -0.9 -1.0 -0.1
C -0.9112 -1.0011 -0.7036 0.1 1.0 0.9
N 0.7688 -0.9775 1.9051 0.3 -1.0 -0.2
C 0.9651 -0.1980 0.7697 -0.9 0.9 0.7
C -0.0492 0.1021 -0.0909 0.7 -0.4 -0.4
C -0.1802 1.5450 -0.5184 0.0 0.1 -0.4
C 2.2937 0.5151 0.6990 -0.3 -0.1 0.4
H -2.8205 -1.3869 -1.6200 0.2 0.0 -0.1
H -2.8675 -0.1186 -0.4729 0.1 0.4 0.0
H -2.2104 0.1483 -2.1142 0.3 0.2 0.2
H -0.2799 -1.4609 -1.4682 -0.3 -0.2 -0.2
H -1.0864 -1.7510 0.0702 -0.2 -0.3 -0.2
H 0.0285 -1.6544 1.9358 -0.1 0.1 0.0
H 1.4424 -1.0491 2.6451 0.3 -0.1 -0.4
H -1.1042 1.7520 -1.0572 0.1 -0.3 -0.3
H 0.6378 1.9574 -1.1197 0.0 0.0 0.1
H -0.3041 2.1456 0.3871 0.4 0.2 0.0
H 3.0637 -0.1105 1.1534 0.0 -0.1 0.0
H 2.3205 1.4732 1.2203 0.0 0.2 -0.2
H 2.5322 0.5972 -0.3582 0.2 0.5 0.1
```
Forces are in eV/Å.

Values from the calculation:
**DFT total energy**: -7921.3884 eV
**Kohn-Sham gap**: 7.66 eV
**Energy relative to the best compared isomer or geometry (same formula, charge and spin)**: 1.445 eV
**SMILES**: CC/C(C)=C(/C)N

These are the Mulliken partial charges, in e, on atoms 1 to 2: C -1.372; C -0.139

5.
Formula: C22H66O11
Source: the OMol25 dataset
Level of theory: the ωB97M-V functional and the def2-TZVPD basis

```
99
Properties=species:S:1:pos:R:3:forces:R:3
C 3.6658 23.0950 7.4848 0.6 -0.1 -0.3
C 2.8651 21.7907 7.5893 0.2 5.1 0.9
O 1.6865 22.1566 8.2885 3.6 3.6 5.4
H 4.3131 23.3199 8.3324 -0.1 0.1 0.4
H 2.9400 23.8982 7.3578 0.1 0.2 0.0
H 4.3389 23.1109 6.6277 0.0 -0.1 -0.3
H 3.4924 20.9332 7.8327 -4.5 4.7 5.1
H 2.5482 21.5272 6.5802 2.6 2.4 3.0
H 2.1654 22.6565 8.9536 -0.3 1.2 1.7
C 2.1910 18.1702 6.0016 -2.5 -1.0 -2.2
C 0.9703 18.0174 6.9430 1.4 -2.3 -1.0
O 0.2416 19.2030 7.0688 -3.5 -6.5 0.3
H 2.8418 17.3332 5.7486 -1.0 -0.4 1.2
H 2.8343 18.9675 6.3738 -3.3 -1.3 -0.6
H 1.9396 18.2878 4.9475 -0.5 0.9 0.0
H 1.4411 17.7575 7.8911 -1.3 0.1 -1.0
H 0.2572 17.2541 6.6317 0.4 -0.6 -0.1
H -0.6485 18.8894 7.2448 -0.4 0.5 0.3
C 8.5104 20.6160 3.1088 -0.4 0.0 -0.1
C 7.7862 21.2646 4.2429 2.5 -0.5 -2.2
O 8.5483 21.2202 5.4810 1.3 2.4 -6.2
H 7.8363 20.8243 2.2780 1.4 0.1 -0.3
H 8.4957 19.5355 3.2521 0.7 -0.1 -0.3
H 9.4816 21.0914 2.9721 0.1 -0.5 -0.2
H 6.7655 20.8968 4.3478 1.5 0.6 0.3
H 7.7149 22.3349 4.0495 0.0 -1.2 -3.0
H 9.3477 21.7297 5.3295 0.3 0.0 0.3
C 3.4562 17.4417 7.9194 1.0 -1.0 4.0
C 2.7370 17.3011 9.2950 0.5 -2.1 0.5
O 3.3250 17.9834 10.3859 0.7 1.5 -0.3
H 3.4152 18.4719 7.5655 0.0 -1.4 1.4
H 3.2193 16.6800 7.1767 -0.8 0.6 1.1
H 4.4579 17.0720 8.1386 0.7 0.7 0.3
H 2.8636 16.2635 9.6036 -0.5 -0.5 -0.5
H 1.6675 17.5053 9.2424 0.3 0.1 0.7
H 3.3365 17.4432 11.1794 -0.1 -0.1 -0.3
C 5.0746 19.1227 2.7963 -1.3 -1.5 -1.8
C 5.8504 20.1765 2.0522 -1.4 0.6 2.0
O 5.0050 21.1808 1.4512 0.7 -1.0 -1.2
H 5.6170 18.4419 3.4524 0.5 1.0 -0.5
H 4.6776 18.3893 2.0944 -0.6 0.4 -0.3
H 4.2762 19.5798 3.3809 -0.3 -0.3 -0.4
H 6.5041 19.6234 1.3778 -0.1 0.9 -0.6
H 6.3987 20.6849 2.8453 -0.4 -0.2 -1.2
H 4.4890 21.6938 2.0774 0.2 -0.4 0.5
C 6.8984 22.6888 5.7940 -1.6 3.5 0.4
C 7.2341 23.5947 6.9645 -1.1 -0.9 -0.7
O 7.5496 24.8980 6.5488 0.6 0.4 -0.1
H 6.5545 21.6878 6.0543 0.6 3.1 -0.5
H 7.6974 22.6334 5.0546 -1.5 3.1 3.9
H 6.0732 23.0138 5.1602 -0.7 0.9 0.3
H 8.1117 23.1466 7.4304 0.0 0.4 0.4
H 6.3681 23.5963 7.6265 0.3 0.2 0.4
H 6.8964 25.2006 5.9138 -0.2 -0.1 0.0
C 7.0909 21.2439 8.9606 0.2 -0.7 1.5
C 6.6687 20.3633 7.8028 -0.7 1.0 2.1
O 5.2753 20.2461 7.8975 4.7 -0.3 5.4
H 6.4313 22.1047 9.0704 0.2 0.1 -0.4
H 8.1422 21.5166 9.0533 -0.1 0.1 -0.5
H 6.8898 20.6964 9.8814 0.0 -0.3 0.2
H 7.1227 19.3735 7.7558 -1.2 0.5 0.7
H 6.8272 20.9363 6.8892 0.0 -1.4 2.8
H 5.0437 19.5667 8.5351 0.4 -0.2 0.7
C 4.3163 15.4853 5.1182 -0.6 0.7 1.8
C 4.7957 16.7267 4.4003 -3.0 -0.9 1.1
O 4.8883 16.2813 3.1037 2.3 0.0 -1.9
H 4.9664 14.6176 5.0066 -0.1 0.1 0.1
H 3.2956 15.2798 4.7956 0.2 -0.4 -0.7
H 4.0892 15.7430 6.1526 0.9 -0.6 0.3
H 5.6427 17.2829 4.8021 0.2 -0.5 0.1
H 3.9419 17.4032 4.3649 0.4 -0.1 0.1
H 5.8443 16.1939 3.0974 0.2 -0.7 -1.5
C 5.7263 19.7849 5.3477 -1.8 0.1 0.6
C 4.4255 19.2006 6.0271 4.6 1.1 -2.1
O 3.6609 20.1910 6.7280 1.1 -7.1 -8.8
H 6.6102 19.1474 5.3646 -1.0 -0.3 0.1
H 6.0648 20.6863 5.8586 -1.9 -2.1 -1.2
H 5.5660 20.0412 4.3005 -0.3 0.0 1.5
H 4.7717 18.5154 6.8008 0.3 -0.3 -1.3
H 3.8515 18.6722 5.2658 1.1 1.3 0.3
H 4.2225 20.3944 7.4796 1.9 -0.4 -1.4
C 10.2015 19.1894 5.4656 -0.4 -1.7 0.0
C 8.7760 18.8592 5.9869 0.6 1.7 -0.1
O 8.5126 19.8276 6.9507 3.7 -4.3 3.5
H 10.6112 18.3069 4.9742 0.4 0.1 -0.2
H 10.8130 19.4712 6.3228 0.0 -0.2 0.0
H 10.1784 20.0274 4.7689 0.2 -0.6 0.1
H 8.4982 17.8959 6.4146 0.9 -0.4 0.0
H 8.0162 19.0343 5.2251 1.0 -0.6 -0.7
H 8.2463 20.6309 6.4974 0.6 -0.6 0.9
C 0.7333 20.2212 4.7294 -1.3 0.8 -0.2
C 1.5064 21.0010 5.8093 -2.2 -3.0 -2.7
O 0.9502 21.0283 7.1327 -2.6 0.5 -7.6
H -0.1289 20.8374 4.4746 -0.5 -0.5 -0.3
H 0.5017 19.2179 5.0871 -0.9 1.0 -0.5
H 1.2744 19.9943 3.8108 0.5 0.6 -0.2
H 1.8796 21.9322 5.3832 -1.2 0.7 -0.1
H 2.4023 20.3819 5.8561 -1.2 0.8 -0.9
H 1.0580 20.1194 7.4223 0.4 1.6 0.8
```
Forces are in eV/Å.

Values from the calculation:
**DFT total energy**: -46369.6414 eV
**Kohn-Sham gap**: 6.96 eV
**Energy relative to the best compared isomer or geometry (same formula, charge and spin)**: 37.102 eV

These are the Mulliken partial charges, in e, on atoms 1 to 2: C -1.747; C 1.327

What are the max |F| values for these records? In order: 11.6 1.3 3.9 1.5 11.4 eV/Å.